The following is a DFT calculation (the ωB97M-V functional and the def2-TZVPD basis) of a structure of composition C14H14OsTe in a non-equilibrium geometry.

Each line ends with the Mulliken spin population.
Atoms and positions in Å:
C (1.342, -1.895, 2.833)  0.277
H (-0.062, 4.935, -3.108)  0.007
C (0.751, -1.407, 1.713)  0.076
H (-1.595, 1.716, -0.415)  0.031
C (-1.150, 1.810, -2.499)  -0.018
C (0.401, 2.667, -0.797)  0.238
H (2.118, -1.281, 3.239)  0.002
H (-1.735, -3.649, 1.462)  -0.002
H (-0.892, 2.570, -4.384)  0.007
H (0.870, 2.626, 0.198)  0.018
Te (0.256, 0.071, -3.282)  1.121
H (2.137, -0.471, 0.138)  0.061
H (1.111, -3.268, 4.552)  -0.007
H (-0.573, -4.634, 3.397)  0.010
H (1.535, 0.628, 1.344)  0.007
H (-1.949, -1.360, 0.125)  0.031
C (-0.152, 3.924, -2.773)  0.149
C (1.301, -0.290, 0.811)  0.017
C (-0.719, 1.781, -1.118)  -0.075
C (0.587, 3.739, -1.620)  -0.028
H (1.453, 4.341, -1.436)  0.001
H (-0.833, -2.516, -0.923)  0.009
C (-0.809, -3.251, 1.754)  0.027
C (-0.205, -3.749, 2.903)  0.109
C (-0.780, 2.847, -3.334)  0.142
C (-1.002, -1.790, -0.178)  -0.030
H (-2.057, 1.136, -2.562)  0.039
C (-0.287, -2.127, 1.114)  0.228
Os (0.085, -0.074, -0.631)  1.274
C (0.853, -3.027, 3.477)  0.278

* calculated total energy: -898.44278 Ha
* total charge: +4
* ⟨S²⟩: 6.09
* 2S+1: 5